[1]
Computed, not measured: an isolated ion of composition C3H9N2S2 and charge +1, with the ωB97M-V functional and the def2-TZVPD basis.

```
16
Properties=species:S:1:pos:R:3:nbo_charge:R:1
C 0.497 1.350 1.631 -0.34
C -0.368 1.049 0.677 -0.26
C -0.192 0.015 -0.502 0.14
N -0.960 0.326 -1.659 -0.85
N 1.332 -0.033 -0.730 -0.70
S -2.559 -1.939 -0.726 -0.04
S -0.635 -1.695 0.130 0.09
H 0.219 2.041 2.435 0.25
H 1.598 1.012 1.601 0.17
H -1.323 1.196 1.073 0.25
H -0.712 1.216 -2.004 0.38
H -1.292 -0.274 -2.410 0.43
H 1.674 0.018 -1.617 0.44
H 1.739 0.638 -0.157 0.43
H 1.529 -0.951 -0.228 0.45
H -2.343 -3.140 -1.244 0.16
```

Computed properties:
HOMO = -12.9638 eV
structure (SMILES) = C=C[C@@](N)([NH3+])SS
DFT total energy = -1025.26853 Eh
relative energy (zero: lowest compared OMol25 entry of this formula, charge and spin) = 43.94 kcal/mol
charge = +1
frontier orbital gap = 9.03 eV



[2]
Computed, not measured: a 8-piece molecular cluster, C31H66N10O10P overall, with the ωB97M-V functional and the def2-TZVPD basis.

```
118
Properties=species:S:1:pos:R:3:lowdin_charge:R:1
C -3.474 2.538 -0.942 -0.09
C -2.748 3.441 -1.980 -0.20
C -3.177 3.201 -3.432 -0.18
N -2.249 2.318 -4.197 0.05
C -2.349 1.013 -3.736 -0.31
C -1.359 0.448 -2.925 0.04
C -1.459 -0.792 -2.421 -0.25
P -0.202 -1.433 -1.303 0.93
C 0.275 -3.115 -1.897 -0.21
O 1.056 -0.450 -1.610 -0.25
C -2.617 -1.487 -2.764 -0.20
C -2.924 -2.847 -2.262 -0.03
C -2.696 -3.885 -3.350 -0.51
O -2.709 -3.626 -4.533 0.13
O -2.477 -5.135 -2.907 0.15
N -3.463 -0.891 -3.565 0.12
N -3.401 0.311 -4.078 0.19
H -2.720 1.969 -0.407 0.05
H -4.073 1.796 -1.460 0.05
H -4.065 3.111 -0.246 0.07
H -1.682 3.263 -1.901 0.10
H -2.936 4.464 -1.691 0.11
H -4.175 2.784 -3.458 0.11
H -3.220 4.137 -3.971 0.11
H -1.296 2.615 -4.034 0.12
H -0.502 1.048 -2.678 0.12
H -0.192 -3.362 -2.836 0.02
H 1.344 -3.107 -2.044 0.04
H -0.011 -3.809 -1.123 0.04
H 1.156 0.076 -0.803 0.05
H -3.965 -2.902 -1.948 0.15
H -2.276 -3.030 -1.417 0.10
H -2.790 -5.206 -1.997 0.13
H -4.283 -1.423 -3.839 0.19
C -5.771 1.380 -8.128 -0.01
C -5.909 0.336 -9.213 -0.55
O -6.640 0.492 -10.171 0.05
N -5.175 -0.806 -9.079 0.00
C -4.261 -1.159 -8.011 -0.09
H -6.409 2.223 -8.372 0.08
H -6.077 0.973 -7.163 0.08
H -4.739 1.728 -8.061 0.08
H -5.307 -1.463 -9.831 0.14
H -3.262 -1.323 -8.419 0.08
H -4.599 -2.080 -7.528 0.08
H -4.210 -0.370 -7.267 0.05
C 3.543 -4.703 -5.864 -0.01
C 2.218 -4.367 -5.226 -0.53
O 2.104 -4.213 -4.017 0.02
N 1.143 -4.244 -6.046 0.01
C 1.097 -4.394 -7.491 -0.07
H 4.299 -4.770 -5.089 0.08
H 3.485 -5.661 -6.382 0.09
H 3.833 -3.927 -6.574 0.09
H 0.285 -4.026 -5.566 0.13
H 0.747 -3.467 -7.947 0.08
H 0.408 -5.197 -7.756 0.09
H 2.076 -4.629 -7.889 0.07
C 0.127 1.725 3.052 0.01
C 0.093 0.521 2.151 -0.54
O -0.630 0.487 1.146 -0.07
N 0.870 -0.528 2.471 0.03
C 1.786 -0.656 3.602 -0.05
H -0.549 2.478 2.658 0.07
H -0.204 1.454 4.054 0.09
H 1.133 2.144 3.106 0.09
H 0.789 -1.306 1.835 0.12
H 2.789 -0.828 3.228 0.06
H 1.477 -1.502 4.218 0.08
H 1.791 0.241 4.208 0.08
C 0.295 -0.986 7.918 -0.01
C 0.564 -2.434 7.579 -0.56
O 1.669 -2.827 7.245 0.03
N -0.483 -3.301 7.656 0.00
C -1.857 -3.017 8.030 -0.08
H 1.218 -0.426 7.814 0.08
H -0.451 -0.567 7.242 0.08
H -0.059 -0.893 8.945 0.08
H -0.240 -4.249 7.420 0.14
H -2.131 -3.604 8.908 0.08
H -2.527 -3.281 7.210 0.08
H -1.987 -1.966 8.261 0.07
C 5.913 -0.408 1.423 -0.01
C 5.561 0.659 2.437 -0.54
O 4.528 0.612 3.090 0.02
N 6.440 1.676 2.601 0.02
C 7.704 1.877 1.917 -0.07
H 5.123 -1.152 1.405 0.08
H 6.011 0.027 0.428 0.08
H 6.849 -0.899 1.694 0.09
H 6.152 2.361 3.290 0.11
H 8.517 1.904 2.645 0.08
H 7.686 2.827 1.381 0.08
H 7.899 1.080 1.209 0.07
C 7.053 3.245 6.399 -0.01
C 6.195 4.205 5.610 -0.55
O 5.282 3.817 4.893 0.02
N 6.469 5.528 5.722 0.01
C 7.502 6.167 6.520 -0.07
H 6.712 2.232 6.208 0.08
H 8.098 3.329 6.098 0.08
H 6.969 3.447 7.467 0.09
H 5.861 6.115 5.174 0.14
H 7.045 6.850 7.237 0.09
H 8.170 6.735 5.872 0.08
H 8.084 5.431 7.062 0.07
C -5.496 2.179 3.855 -0.01
C -4.117 2.238 3.241 -0.55
O -3.274 3.038 3.605 0.04
N -3.829 1.351 2.244 0.01
C -4.691 0.335 1.676 -0.08
H -5.568 2.939 4.626 0.08
H -6.260 2.370 3.100 0.08
H -5.672 1.202 4.307 0.08
H -2.889 1.435 1.880 0.10
H -4.241 -0.651 1.815 0.08
H -4.819 0.514 0.605 0.06
H -5.667 0.342 2.148 0.07
```

Computed properties:
HOMO = -10.8009 eV
DFT total energy = -2862.00256 Eh
relative energy (zero: lowest compared OMol25 entry of this formula, charge and spin) = 0.00 kcal/mol
charge = +1
frontier orbital gap = 6.88 eV



[3]
Computed, not measured: a 2-piece molecular cluster, C5H11NO overall, with the ωB97M-V functional and the def2-TZVPD basis.

```
18
Properties=species:S:1:pos:R:3:nbo_charge:R:1
C 0.891 -1.879 -0.945 -0.47
C 1.585 -0.545 -0.731 -0.47
C 0.397 -0.917 0.042 0.16
C 0.087 -0.960 1.480 -0.67
C -1.292 2.434 -0.098 -0.26
N -1.497 0.290 -0.914 -0.30
O -1.906 1.174 0.064 -0.39
H 0.354 -2.017 -1.872 0.22
H 1.373 -2.783 -0.595 0.21
H 2.545 -0.522 -0.227 0.21
H 1.489 0.192 -1.514 0.23
H -0.985 -1.082 1.641 0.23
H 0.400 -0.038 1.971 0.22
H 0.589 -1.806 1.961 0.22
H -0.778 2.701 0.826 0.18
H -2.062 3.179 -0.320 0.18
H -0.576 2.391 -0.921 0.20
H -2.091 -0.530 -0.784 0.31
```

Computed properties:
HOMO (spin up / spin down) = -7.4416 / -8.3558 eV
DFT total energy = -326.89456 Eh
relative energy (zero: lowest compared OMol25 entry of this formula, charge and spin) = 148.58 kcal/mol
frontier orbital gap (spin up / spin down) = 8.25 / 9.20 eV